Entry 1:
6
Properties=species:S:1:pos:R:3:mulliken_charge:R:1 method="wB97M-V/def2-TZVPD" e_homo_ev="-8.71 / -8.71" relative_energy_kcal_mol=18.87 total_energy_ha=-1548.5500 molar_mass_g_mol=148.38 lumo_ev="-0.78 / -0.78"
C 0.406 0.266 -0.391 0.321
N -1.303 -0.719 0.329 0.173
O -1.244 -0.997 1.451 -0.142
Cl -0.015 1.981 0.093 -0.142
Cl 0.509 -0.109 -2.038 -0.100
Cl 1.647 -0.422 0.556 -0.108

Entry 2:
10
Properties=species:S:1:pos:R:3:mulliken_charge:R:1 method="wB97M-V/def2-TZVPD" e_homo_ev=-15.42 relative_energy_kcal_mol=113.11 charge=+1 total_energy_ha=-226.4121 molar_mass_g_mol=69.09 lumo_ev=-3.69
C -2.668 -0.021 0.163 -0.042
C 1.623 0.093 0.742 -0.257
C 1.293 0.781 -0.296 -0.031
N -1.563 0.219 0.027 -0.277
N 0.809 -0.625 -0.248 -0.328
H -3.729 0.138 0.181 0.362
H 2.255 -0.040 1.567 0.393
H 1.038 1.422 -1.132 0.425
H 1.279 -1.418 -0.833 0.312
H -0.337 -0.548 -0.172 0.443

Entry 3:
20
Properties=species:S:1:pos:R:3:mulliken_charge:R:1 method="wB97M-V/def2-TZVPD" e_homo_ev=-7.15 relative_energy_kcal_mol=101.83 total_energy_ha=-290.9965 molar_mass_g_mol=99.18 lumo_ev=1.16
C -2.591 -0.466 -1.509 -1.124
C -1.247 0.264 -1.424 -0.136
C -0.701 0.363 -0.031 -0.476
N 0.564 0.174 0.205 0.180
C 1.676 -0.529 -0.072 -0.635
C 1.494 -0.015 1.307 0.163
C 2.214 1.182 1.887 -1.295
H -3.345 -0.008 -0.858 0.299
H -2.488 -1.516 -1.218 0.311
H -2.975 -0.433 -2.535 0.336
H -0.505 -0.255 -2.044 0.222
H -1.361 1.272 -1.848 0.281
H -0.493 -2.022 0.074 -0.063
H -1.319 0.678 0.803 0.365
H 2.420 -0.319 -0.829 0.209
H 0.260 -2.055 -0.071 0.031
H 1.138 -0.734 2.055 0.341
H 3.125 0.823 2.381 0.356
H 2.513 1.874 1.094 0.332
H 1.622 1.723 2.634 0.305

Entry 4:
95
Properties=species:S:1:pos:R:3:mulliken_charge:R:1 method="wB97M-V/def2-TZVPD" e_homo_ev=-7.76 relative_energy_kcal_mol=0.00 total_energy_ha=-2697.5218 molar_mass_g_mol=714.26 lumo_ev=0.01
C -0.744 -2.449 -0.283 -0.925
C -0.433 -1.132 0.410 0.119
N -0.458 -0.044 -0.710 1.586
C 0.664 0.516 -1.191 0.015
C 0.262 1.673 -1.919 -1.103
N -1.063 1.817 -1.735 0.889
C -1.482 0.680 -0.963 -1.271
C -1.795 2.965 -2.130 -0.912
H -1.589 -2.550 -0.800 0.064
H -1.014 -3.303 0.363 0.490
H 0.205 -2.787 -0.829 0.235
H 0.473 -1.092 0.981 0.357
H -1.355 -1.061 1.123 -0.511
H 1.679 -0.014 -1.097 0.211
H 1.072 2.352 -2.274 0.264
H -2.480 0.544 -0.540 0.381
H -2.755 2.623 -2.504 0.366
H -1.405 3.488 -2.977 0.456
H -2.223 3.673 -1.295 0.126
Cl -4.822 2.271 -0.073 -0.671
N 3.908 0.249 -3.240 -0.191
C 4.114 -0.837 -4.097 -0.204
C 4.251 -0.687 -5.490 -0.594
C 4.096 0.683 -6.006 -0.001
C 3.821 1.729 -5.192 -0.699
C 3.616 1.504 -3.821 -0.291
H 4.344 -1.828 -3.420 0.219
H 4.684 -1.432 -6.139 0.442
H 4.360 1.028 -7.057 0.285
H 3.899 2.682 -5.716 0.364
H 3.577 2.268 -3.111 0.670
N -0.276 0.146 4.260 -0.235
C 0.800 -0.708 4.491 0.122
C 0.640 -2.060 4.586 -0.742
C -0.641 -2.596 4.188 -0.588
C -1.684 -1.673 3.726 -0.429
C -1.502 -0.334 3.996 -0.437
H 1.812 -0.244 4.820 0.216
H 1.381 -2.412 5.130 0.679
H -0.703 -3.682 4.350 0.366
H -2.470 -2.027 3.285 0.536
H -2.279 0.290 3.616 0.565
N 0.109 -2.826 -4.321 -0.672
C 0.386 -1.506 -4.605 -0.096
C -0.547 -0.523 -4.454 -0.381
C -1.824 -0.845 -3.875 -0.087
C -2.106 -2.250 -3.520 -0.306
C -1.107 -3.141 -3.822 -0.574
H 1.475 -1.431 -4.840 0.332
H -0.288 0.572 -4.491 0.333
H -2.641 -0.102 -3.549 0.380
H -3.135 -2.541 -3.370 0.506
H -1.447 -4.109 -3.772 0.562
C 4.578 1.729 2.173 -0.150
C 4.898 0.983 3.472 -0.575
C 4.582 -0.441 3.470 0.570
C 4.065 -1.107 2.344 -0.661
C 3.841 -0.386 1.207 -0.215
C 3.972 1.084 1.116 0.190
O 3.668 1.672 -0.093 -0.212
O 4.957 -1.299 4.524 -0.539
H 4.876 2.727 2.390 0.371
H 5.558 1.629 4.232 0.162
H 3.838 -2.156 2.257 0.467
H 3.193 -0.987 0.416 0.085
H 3.822 2.513 0.043 0.300
H 5.332 -0.907 5.275 0.296
C -0.193 3.378 1.566 -0.523
C 0.962 3.172 2.480 -0.092
C 0.816 3.607 3.743 0.660
C -0.355 4.257 4.176 -0.662
C -1.400 4.498 3.302 -0.629
C -1.376 3.956 2.033 0.164
O -2.454 4.163 1.267 -0.593
O 1.705 3.288 4.679 -0.543
H -0.041 3.058 0.639 0.838
H 1.917 2.512 2.120 -0.020
H -0.590 4.565 5.186 0.310
H -2.296 4.955 3.554 0.485
H -2.886 3.460 0.771 0.130
H 1.400 3.079 5.527 0.311
C -5.033 -2.459 -1.721 -1.127
C -5.023 -1.345 -0.711 -0.310
C -4.593 -1.555 0.664 0.087
C -4.322 -2.862 1.012 -1.355
C -4.300 -3.876 0.087 -0.534
C -4.770 -3.751 -1.233 0.621
O -5.010 -4.885 -1.895 -0.545
O -4.591 -0.440 1.510 -0.548
H -5.358 -2.295 -2.669 0.759
H -5.518 -0.413 -0.883 0.585
H -4.338 -3.023 1.916 1.239
H -4.025 -4.745 0.528 0.561
H -4.302 -5.363 -1.777 0.283
H -4.568 0.483 1.206 0.147